#P
Below is a cluster of 9 separate species, C33H92N10O9 in total, with properties calculated with ωB97M-V with the def2-TZVPD basis set.

Structure (XYZ):
```
144
C33H92N10O9, DFT ωB97M-V with the def2-TZVPD basis set
C 1.163 -0.018 -4.485
O -0.133 -0.501 -4.743
C -0.191 -1.531 -5.719
C 0.149 -1.045 -7.130
C -0.652 0.210 -7.430
N -0.113 -2.134 -8.081
H 1.544 0.515 -5.360
H 1.794 -0.799 -4.044
H 1.179 0.750 -3.704
H 0.466 -2.347 -5.392
H -1.216 -1.912 -5.679
H 1.225 -0.856 -7.118
H -1.709 -0.068 -7.427
H -0.376 0.656 -8.388
H -0.516 0.999 -6.689
H -1.111 -2.320 -8.090
H 0.149 -1.783 -8.995
C 1.665 0.559 6.902
O 2.471 -0.392 7.583
C 2.751 -0.029 8.920
C 3.289 -1.265 9.654
C 3.344 -1.028 11.164
N 4.583 -1.768 9.201
H 0.615 0.266 6.987
H 1.948 0.569 5.850
H 1.790 1.554 7.334
H 3.451 0.814 8.948
H 1.836 0.251 9.462
H 2.590 -2.089 9.480
H 2.344 -0.723 11.486
H 4.061 -0.241 11.401
H 3.561 -1.962 11.675
H 4.647 -1.855 8.178
H 5.346 -1.173 9.507
C 2.118 -3.568 -1.811
O 0.939 -3.986 -2.458
C 0.528 -5.254 -1.921
C -0.867 -5.624 -2.401
C -1.856 -4.687 -1.746
N -1.218 -6.998 -1.965
H 3.026 -4.119 -2.092
H 2.047 -3.614 -0.720
H 2.303 -2.565 -2.201
H 1.250 -6.034 -2.198
H 0.544 -5.130 -0.831
H -0.954 -5.598 -3.488
H -1.758 -3.631 -2.006
H -1.862 -4.691 -0.651
H -2.887 -4.901 -2.043
H -1.237 -6.951 -0.949
H -0.457 -7.616 -2.234
C -2.756 3.478 -4.196
O -1.888 3.161 -5.269
C -2.592 2.888 -6.463
C -3.389 4.036 -7.062
C -4.086 3.629 -8.346
N -2.565 5.224 -7.355
H -2.144 3.672 -3.313
H -3.429 2.641 -3.992
H -3.272 4.429 -4.361
H -1.832 2.654 -7.211
H -3.256 2.022 -6.333
H -4.185 4.366 -6.388
H -4.726 4.451 -8.680
H -4.741 2.765 -8.224
H -3.450 3.505 -9.229
H -2.061 5.452 -6.498
H -1.812 4.937 -7.981
C -5.977 2.262 -1.235
O -6.074 2.297 0.165
C -4.992 1.606 0.812
C -5.316 1.569 2.278
C -5.753 2.849 2.941
N -4.189 0.949 3.030
H -5.529 3.151 -1.695
H -7.007 2.218 -1.602
H -5.481 1.382 -1.656
H -4.754 0.630 0.382
H -4.170 2.304 0.582
H -6.141 0.866 2.475
H -5.983 2.737 4.006
H -6.683 3.228 2.522
H -4.936 3.579 2.953
H -4.485 0.834 3.994
H -4.039 -0.007 2.723
C 2.094 2.875 0.440
O 3.353 3.533 0.369
C 3.492 4.552 1.337
C 4.772 5.318 1.038
C 4.997 6.410 2.094
N 4.638 6.009 -0.274
H 1.317 3.575 0.765
H 2.183 2.119 1.223
H 1.838 2.403 -0.502
H 2.635 5.230 1.272
H 3.581 4.107 2.338
H 5.674 4.710 1.057
H 5.162 5.954 3.074
H 4.220 7.170 2.123
H 5.956 6.884 1.874
H 3.975 6.776 -0.177
H 4.077 5.349 -0.820
C 1.117 -0.517 1.994
O 0.698 0.043 0.781
C -0.088 -0.846 -0.009
C -0.627 -0.101 -1.203
C -1.658 0.981 -0.951
N -1.237 -1.049 -2.182
H 1.589 -1.495 1.890
H 0.364 -0.467 2.789
H 1.891 0.149 2.391
H 0.565 -1.691 -0.244
H -0.934 -1.138 0.630
H 0.209 0.374 -1.732
H -1.331 1.950 -0.576
H -2.500 0.677 -0.329
H -2.086 1.193 -1.938
H -1.300 -0.554 -3.071
H -0.528 -1.735 -2.450
C 3.748 -3.727 1.977
O 3.912 -3.972 3.344
C 4.458 -2.847 4.022
C 4.643 -3.175 5.516
C 3.411 -3.865 6.086
N 4.761 -1.885 6.253
H 2.790 -3.254 1.722
H 3.588 -4.712 1.517
H 4.593 -3.292 1.437
H 5.427 -2.651 3.548
H 3.778 -1.988 3.998
H 5.541 -3.769 5.676
H 2.433 -3.416 5.897
H 3.517 -3.765 7.173
H 3.353 -4.930 5.871
H 5.266 -1.244 5.644
H 3.815 -1.516 6.335
N -4.609 -1.927 -2.932
C -4.815 -2.112 -1.598
N -3.878 -1.511 -0.809
O -5.764 -2.748 -1.147
H -3.863 -1.313 -3.204
H -5.161 -2.412 -3.611
H -3.029 -1.151 -1.236
H -3.935 -1.667 0.179
```

Summary:
- Orbital gap: 8.94 eV
- SMILES string: COC[C@H](C)N.COC[C@H](C)N.COC[C@H](C)N.COC[C@H](C)N.COC[C@H](C)N.COC[C@H](C)N.COC[C@H](C)N.COC[C@H](C)N.NC(N)=O
- Total charge: 0

---

#Q
Below is a cluster of 9 separate species, C33H92N10O9 in total, with properties calculated with ωB97M-V with the def2-TZVPD basis set.

Structure (XYZ):
```
144
C33H92N10O9, DFT ωB97M-V with the def2-TZVPD basis set
C 3.359 -3.648 1.311
O 4.285 -3.937 2.347
C 3.915 -5.023 3.149
C 3.937 -6.368 2.378
C 3.736 -7.530 3.390
N 5.168 -6.638 1.620
H 2.381 -3.728 1.804
H 3.280 -4.379 0.496
H 3.558 -2.693 0.836
H 4.649 -5.112 3.961
H 2.981 -4.924 3.718
H 3.041 -6.279 1.760
H 4.624 -8.051 3.744
H 3.212 -8.275 2.785
H 3.117 -7.241 4.238
H 5.586 -5.723 1.435
H 5.796 -7.025 2.320
C 6.209 -0.352 -2.777
O 4.929 -0.647 -3.278
C 4.686 0.111 -4.450
C 3.208 0.035 -4.834
C 2.858 0.449 -6.259
N 2.315 0.599 -3.833
H 6.426 -0.933 -1.884
H 6.254 0.710 -2.513
H 7.018 -0.563 -3.486
H 4.925 1.169 -4.288
H 5.334 -0.280 -5.237
H 3.094 -1.062 -4.867
H 1.772 0.492 -6.380
H 3.219 -0.172 -7.075
H 3.173 1.482 -6.443
H 1.362 0.527 -4.166
H 2.431 0.077 -2.974
C 1.040 3.281 2.121
O 0.984 3.767 3.447
C 0.741 5.178 3.446
C 0.852 5.545 4.940
C 0.468 7.015 5.146
N 2.252 5.286 5.313
H 1.099 2.193 2.044
H 1.734 3.852 1.508
H 0.046 3.297 1.637
H 1.498 5.765 2.922
H -0.266 5.327 3.050
H 0.213 4.873 5.521
H 0.690 7.229 6.199
H -0.598 7.241 5.119
H 1.072 7.665 4.517
H 2.304 4.272 5.264
H 2.413 5.550 6.280
C -3.357 0.975 0.801
O -2.168 1.024 0.084
C -1.103 0.251 0.646
C 0.102 0.077 -0.299
C 1.150 -0.783 0.392
N 0.707 1.366 -0.724
H -3.979 0.129 0.471
H -4.007 1.823 0.560
H -3.274 0.950 1.891
H -0.823 0.644 1.633
H -1.540 -0.734 0.862
H -0.325 -0.380 -1.205
H 2.143 -0.760 -0.064
H 0.784 -1.810 0.428
H 1.380 -0.329 1.360
H -0.142 1.900 -0.851
H 1.086 1.194 -1.651
C -7.630 0.251 -2.370
O -8.644 -0.004 -1.436
C -9.055 1.146 -0.716
C -7.982 1.622 0.245
C -7.430 0.466 1.081
N -8.503 2.735 1.050
H -8.027 1.007 -3.059
H -7.419 -0.636 -2.968
H -6.641 0.569 -2.022
H -9.217 1.981 -1.411
H -10.027 0.944 -0.269
H -7.117 2.014 -0.299
H -8.247 0.008 1.646
H -6.618 0.754 1.754
H -6.978 -0.326 0.480
H -9.200 2.334 1.673
H -7.779 3.122 1.643
C 8.423 -1.081 1.745
O 7.305 -0.230 1.982
C 6.121 -0.682 1.389
C 4.901 -0.141 2.120
C 4.878 1.379 2.260
N 4.767 -0.667 3.472
H 8.178 -2.103 2.051
H 9.205 -0.744 2.420
H 8.645 -1.038 0.677
H 6.061 -0.386 0.331
H 6.038 -1.779 1.391
H 4.007 -0.422 1.555
H 4.918 1.885 1.292
H 5.740 1.733 2.830
H 3.992 1.749 2.774
H 4.887 -1.683 3.516
H 5.621 -0.431 3.985
C -5.427 3.222 -3.189
O -4.084 3.529 -2.907
C -3.956 4.336 -1.737
C -2.511 4.704 -1.530
C -1.880 5.448 -2.692
N -1.693 3.489 -1.311
H -5.984 4.042 -3.647
H -5.917 2.900 -2.257
H -5.429 2.302 -3.776
H -4.639 5.195 -1.790
H -4.375 3.714 -0.935
H -2.363 5.292 -0.618
H -2.195 6.488 -2.687
H -2.046 4.871 -3.606
H -0.794 5.361 -2.610
H -1.757 3.017 -2.221
H -2.079 2.723 -0.744
C -2.012 -4.581 0.912
O -1.402 -4.658 -0.344
C -0.398 -3.663 -0.537
C -0.122 -3.711 -2.059
C 1.320 -3.430 -2.488
N -0.956 -2.752 -2.777
H -2.649 -5.451 1.077
H -2.651 -3.702 1.061
H -1.265 -4.607 1.716
H -0.835 -2.681 -0.321
H 0.429 -3.879 0.151
H -0.394 -4.730 -2.339
H 1.968 -4.302 -2.385
H 1.677 -2.628 -1.835
H 1.392 -3.113 -3.524
H -1.811 -2.584 -2.257
H -0.546 -1.839 -2.925
N -5.193 -2.613 -2.754
C -4.626 -2.120 -1.622
N -5.420 -2.390 -0.533
O -3.455 -1.760 -1.475
H -4.637 -2.809 -3.568
H -6.157 -2.877 -2.778
H -6.266 -2.901 -0.671
H -5.054 -2.147 0.368
```

Summary:
- Orbital gap: 9.04 eV
- SMILES string: COC[C@H](C)N.COC[C@H](C)N.COC[C@H](C)N.COC[C@H](C)N.COC[C@H](C)N.COC[C@H](C)N.COC[C@H](C)N.COC[C@H](C)N.NC(N)=O
- Total charge: 0

---

Of them, #Q has the lowest stability.

---

#P
Below is the ion C2H5N4 with charge +1, with properties calculated with ωB97M-V with the def2-TZVPD basis set.

Structure (XYZ):
```
11
C2H5N4, DFT ωB97M-V with the def2-TZVPD basis set
H -2.838 0.695 0.297
N -1.922 1.068 0.145
N -0.989 0.284 0.108
C 0.521 0.939 -0.060
C 1.569 0.243 0.066
N -0.831 -0.938 -0.281
N -0.003 -1.711 0.236
H 0.162 -2.348 -0.526
H 0.473 1.913 -0.336
H 2.551 0.628 0.024
H 1.306 -0.774 0.328
```

Summary:
- Orbital gap: 8.82 eV
- SMILES string: [H]/N=[N+](C=C)\N=N\[H]
- Total charge: +1

---

#Q
Below is the ion C2H5N4 with charge +1, with properties calculated with ωB97M-V with the def2-TZVPD basis set.

Structure (XYZ):
```
11
C2H5N4, DFT ωB97M-V with the def2-TZVPD basis set
C 0.012 -0.905 0.740
C -0.335 0.830 -0.853
N 1.091 0.966 -1.239
N 1.945 0.258 -0.783
N 2.127 -0.621 0.019
N -0.726 0.027 0.226
H -0.488 -1.328 1.591
H -0.766 1.878 -0.642
H -0.965 0.435 -1.784
H 2.841 -1.278 0.248
H -1.691 0.176 0.532
```

Summary:
- Orbital gap (spin up / spin down): 7.98 / 8.19 eV
- Total charge: +1

---

Of them, #P has the lowest stability.

---

#P
Below is the molecule C11H16Si, with properties calculated with ωB97M-V with the def2-TZVPD basis set.

Structure (XYZ):
```
28
C11H16Si, DFT ωB97M-V with the def2-TZVPD basis set
C -2.457 1.487 0.002
Si -0.851 1.197 0.873
C -1.243 0.631 2.592
C -0.004 2.808 1.080
C 0.100 -0.025 -0.116
C 1.135 0.517 -0.970
C 2.296 -0.132 -1.404
C 2.651 -1.526 -1.366
C 1.961 -2.711 -1.631
C 0.621 -2.957 -1.572
C -0.494 -2.410 -0.891
C -0.399 -1.306 0.022
H -2.642 2.505 0.134
H -3.206 0.842 0.539
H -2.391 1.271 -1.083
H -0.382 0.342 3.322
H -1.991 -0.161 2.551
H -1.528 1.526 2.940
H 0.869 2.615 1.693
H 0.387 3.287 0.136
H -0.550 3.673 1.562
H 0.970 1.586 -1.102
H 2.907 0.530 -1.983
H 3.742 -1.794 -1.416
H 2.625 -3.463 -2.000
H 0.313 -3.870 -2.033
H -1.383 -3.020 -0.749
H -1.056 -1.442 0.873
```

Summary:
- Orbital gap: 6.08 eV
- SMILES string: C[Si](C)(C)C1=C/C=C\C=C/C=C\1
- Total charge: 0

---

#Q
Below is the molecule C11H16Si, with properties calculated with ωB97M-V with the def2-TZVPD basis set.

Structure (XYZ):
```
28
C11H16Si, DFT ωB97M-V with the def2-TZVPD basis set
C 3.724 0.803 -1.406
C 3.452 -0.407 -0.872
Si 1.930 -0.577 0.028
C 1.468 0.877 1.088
C 2.182 1.243 2.138
C 1.125 -2.076 -0.005
C -0.226 -2.148 0.790
C -1.450 -1.997 -0.026
C -2.073 -0.835 -0.248
C -2.638 0.317 -0.405
C -2.142 1.207 -1.615
C -3.645 0.792 0.546
H 4.560 1.015 -2.023
H 2.910 1.612 -1.302
H 4.282 -1.138 -1.094
H 0.455 1.265 1.139
H 1.719 2.048 2.748
H 3.159 1.006 2.363
H 1.255 -2.721 -0.788
H -0.111 -3.176 1.341
H -0.287 -1.358 1.549
H -1.778 -2.835 -0.599
H -2.807 2.085 -1.819
H -2.174 0.548 -2.545
H -1.065 1.620 -1.457
H -3.733 0.278 1.476
H -4.667 0.722 0.065
H -3.425 1.828 0.934
```

Summary:
- Orbital gap: 8.10 eV
- SMILES string: C=C[Si](C=C)=CCC=C=C(C)C
- Total charge: 0

---

#R
Below is the molecule C11H16Si, with properties calculated with ωB97M-V with the def2-TZVPD basis set.

Structure (XYZ):
```
28
C11H16Si, DFT ωB97M-V with the def2-TZVPD basis set
C -4.188 -1.272 -0.544
C -3.269 -0.418 -0.143
C -2.085 0.180 0.041
C -1.970 1.604 -0.142
Si -0.174 2.203 0.154
C 0.739 0.696 -0.705
C 2.240 0.887 -0.885
C 3.146 0.045 -0.457
C 2.775 -1.348 -0.030
C 1.420 -1.368 0.751
C 0.312 -0.723 -0.068
C -1.008 -0.605 0.720
H -4.091 -2.070 -1.255
H -5.112 -1.343 -0.057
H -2.657 2.181 0.481
H -2.392 1.984 -1.173
H 0.104 3.389 -0.707
H 0.128 2.080 1.712
H 0.302 0.744 -1.691
H 2.588 1.629 -1.545
H 4.215 0.359 -0.676
H 2.827 -2.078 -0.954
H 3.437 -1.669 0.789
H 1.137 -2.354 0.988
H 1.536 -0.646 1.683
H 0.096 -1.426 -0.849
H -0.665 0.021 1.636
H -1.410 -1.521 1.073
```

Summary:
- Orbital gap: 9.27 eV
- SMILES string: C=C=C1C[SiH2][C@H]2C=CCC[C@H]2C1
- Total charge: 0

---

Of them, #Q has the lowest stability.

---

#P
Below is the molecule C4H2F2S2, with properties calculated with ωB97M-V with the def2-TZVPD basis set.

Structure (XYZ):
```
10
C4H2F2S2, DFT ωB97M-V with the def2-TZVPD basis set
F -0.104 -1.752 2.209
C -0.435 -1.407 0.996
F -1.190 -2.279 0.419
C -0.178 -0.297 0.323
C 0.907 0.654 0.786
S 0.803 2.204 0.364
C -0.767 -0.096 -1.017
S 0.102 0.520 -2.264
H 1.788 0.189 1.475
H -1.782 -0.621 -1.253
```

Summary:
- Orbital gap: 7.60 eV
- SMILES string: FC(F)=C(C=S)C=S
- Total charge: 0

---

#Q
Below is the molecule C4H2F2S2, with properties calculated with ωB97M-V with the def2-TZVPD basis set.

Structure (XYZ):
```
10
C4H2F2S2, DFT ωB97M-V with the def2-TZVPD basis set
F 2.404 -1.816 0.001
C 1.705 -0.655 0.084
F 2.578 0.270 -0.142
C 0.360 -0.694 0.217
C -0.451 0.577 0.130
S 0.214 2.037 -0.060
C -1.978 0.393 0.188
S -2.712 -1.002 -0.145
H -0.155 -1.666 0.254
H -2.544 1.286 0.582
```

Summary:
- Orbital gap: 7.19 eV
- SMILES string: FC(F)=CC(=S)C=S
- Total charge: 0

---

Of them, #P has the lowest stability.